# C27H37Cl5N5O4SSiSr

A structure of composition C27H37Cl5N5O4SSiSr in a non-equilibrium geometry (wB97M-V/def2-TZVPD, OMol25).

ORCA input file:
```
! wB97M-V def2-TZVPD RIJCOSX def2/J DEFGRID3
* xyz -1 1
Sr 1.065 0.470 0.158
Cl -5.441 0.630 4.994
C -4.391 0.310 3.658
C -3.008 0.270 3.832
Cl -2.340 0.519 5.407
C -2.165 0.028 2.762
Cl -0.456 -0.081 2.971
C -2.640 -0.147 1.427
O -1.865 -0.331 0.446
C -4.064 -0.144 1.308
Cl -4.700 -0.448 -0.272
C -4.907 0.085 2.381
Cl -6.619 0.086 2.148
C 1.612 -4.303 0.554
C 1.154 -2.935 1.092
N -0.093 -2.551 0.427
C -1.175 -3.383 0.900
C -0.784 -4.875 0.703
N 0.437 -4.904 -0.171
C 0.176 -4.136 -1.438
C 0.000 -2.664 -1.023
H 1.912 -4.997 1.340
H 2.419 -4.183 -0.170
H 1.929 -2.187 0.917
H 0.971 -2.966 2.167
H -2.075 -3.134 0.337
H -1.366 -3.175 1.954
H -1.564 -5.450 0.206
H -0.522 -5.362 1.642
H 0.654 -5.867 -0.408
H -0.715 -4.555 -1.904
H 1.027 -4.269 -2.104
H -0.891 -2.238 -1.476
H 0.856 -2.093 -1.372
C 1.696 -1.036 -5.503
N 0.687 -0.436 -4.645
C 0.589 0.913 -4.538
C -0.284 1.502 -3.699
C -1.071 0.625 -2.883
N -0.995 -0.691 -3.006
C -0.133 -1.279 -3.863
O -0.007 -2.498 -3.969
N -1.900 1.115 -1.953
H 1.338 -1.113 -6.532
H 1.904 -2.032 -5.127
H 2.603 -0.435 -5.474
H 1.278 1.485 -5.145
H -0.314 2.571 -3.558
H -1.699 2.046 -1.622
H -2.174 0.456 -1.220
S 3.136 -1.323 -1.296
C 4.597 -0.736 -0.530
C 5.575 -1.629 -0.073
C 6.725 -1.177 0.558
C 6.936 0.181 0.755
C 5.976 1.079 0.305
C 4.829 0.631 -0.328
H 5.415 -2.690 -0.215
H 7.460 -1.895 0.904
H 7.830 0.533 1.253
H 6.121 2.143 0.454
H 4.088 1.341 -0.676
C -2.098 3.725 0.311
Si -0.201 3.633 0.397
C 0.200 3.439 2.244
C 0.430 5.335 -0.142
O 0.399 2.460 -0.498
H -2.483 4.458 1.025
H -2.550 2.759 0.560
H -2.452 4.022 -0.682
H 0.297 4.402 2.751
H 1.139 2.894 2.390
H -0.583 2.876 2.757
H -0.006 6.143 0.453
H 0.183 5.519 -1.191
H 1.517 5.391 -0.044
C 3.061 0.246 2.819
O 2.383 -0.079 1.661
H 3.467 1.273 2.797
H 3.924 -0.418 3.004
H 2.419 0.183 3.718
*
```

Calculated values
energy relative to the best compared isomer or geometry (same formula, charge and spin)	102.08	kJ/mol
maximum force	2.66	eV/Å

Okay, here come the Löwdin numbers, in e, for every atom: atom 1 (Sr): 1.303, atom 2 (Cl): 0.622, atom 3 (C): -0.736, atom 4 (C): -0.708, atom 5 (Cl): 0.658, atom 6 (C): -0.590, atom 7 (Cl): 0.768, atom 8 (C): -0.528, atom 9 (O): -0.170, atom 10 (C): -0.612, atom 11 (Cl): 0.687, atom 12 (C): -0.714, atom 13 (Cl): 0.646, atom 14 (C): -0.065, atom 15 (C): -0.168, atom 16 (N): -0.162, atom 17 (C): -0.140, atom 18 (C): -0.063, atom 19 (N): -0.091, atom 20 (C): -0.063, atom 21 (C): -0.198, atom 22 (H): 0.126, atom 23 (H): 0.112, atom 24 (H): 0.047, atom 25 (H): 0.127, atom 26 (H): 0.130, atom 27 (H): 0.126, atom 28 (H): 0.125, atom 29 (H): 0.125, atom 30 (H): 0.177, atom 31 (H): 0.132, atom 32 (H): 0.129, atom 33 (H): 0.100, atom 34 (H): 0.006, atom 35 (C): -0.028, atom 36 (N): -0.047, atom 37 (C): -0.057, atom 38 (C): 0.000, atom 39 (C): -0.380, atom 40 (N): 0.174, atom 41 (C): -0.512, atom 42 (O): 0.010, atom 43 (N): 0.184, atom 44 (H): 0.089, atom 45 (H): 0.082, atom 46 (H): 0.089, atom 47 (H): 0.129, atom 48 (H): 0.110, atom 49 (H): 0.061, atom 50 (H): 0.048, atom 51 (S): 0.505, atom 52 (C): -0.721, atom 53 (C): -0.146, atom 54 (C): -0.124, atom 55 (C): -0.131, atom 56 (C): -0.110, atom 57 (C): -0.143, atom 58 (H): 0.080, atom 59 (H): 0.088, atom 60 (H): 0.084, atom 61 (H): 0.095, atom 62 (H): 0.091, atom 63 (C): -0.174, atom 64 (Si): 0.201, atom 65 (C): -0.167, atom 66 (C): -0.187, atom 67 (O): -0.629, atom 68 (H): 0.026, atom 69 (H): 0.016, atom 70 (H): 0.022, atom 71 (H): 0.023, atom 72 (H): 0.016, atom 73 (H): 0.006, atom 74 (H): 0.017, atom 75 (H): 0.015, atom 76 (H): 0.019, atom 77 (C): -0.310, atom 78 (O): -0.720, atom 79 (H): 0.060, atom 80 (H): 0.061, atom 81 (H): 0.043

# C5H7NO

An isolated molecule of C5H7NO (wB97M-V/def2-TZVPD, OMol25).

ORCA input file:
```
! wB97M-V def2-TZVPD RIJCOSX def2/J DEFGRID3
* xyz 0 1
C -1.777 0.066 -0.001
C -0.278 -0.041 0.103
N 0.262 -0.977 1.101
C 0.522 0.442 1.259
C 1.811 0.482 -1.407
C 0.518 0.027 -1.142
O 0.197 -0.245 -2.314
H -2.074 1.044 -0.391
H -2.218 -0.073 0.989
H -2.173 -0.706 -0.668
H 1.075 -1.478 0.749
H 0.029 0.927 2.096
H 2.586 -0.294 -1.407
H 1.519 0.826 1.032
*
```

Calculated values
energy relative to the best compared isomer or geometry (same formula, charge and spin)	495.83	kJ/mol
maximum force	0.30	eV/Å

Okay, here come the Löwdin numbers, in e, for every atom: atom 1 (C): -0.007, atom 2 (C): -0.445, atom 3 (N): 0.080, atom 4 (C): -0.102, atom 5 (C): 0.241, atom 6 (C): -0.496, atom 7 (O): 0.089, atom 8 (H): 0.091, atom 9 (H): 0.088, atom 10 (H): 0.088, atom 11 (H): 0.103, atom 12 (H): 0.114, atom 13 (H): 0.048, atom 14 (H): 0.108

# C4H8NO3

The ion C4H8NO3 with charge -1 in a non-equilibrium geometry (wB97M-V/def2-TZVPD, OMol25).

ORCA input file:
```
! wB97M-V def2-TZVPD RIJCOSX def2/J DEFGRID3
* xyz -1 1
N 1.559 -1.289 0.140
C 0.739 -0.158 -0.355
C -0.409 0.105 0.670
C -1.822 -0.336 0.205
O -2.217 0.212 -1.063
C 1.624 1.145 -0.448
O 1.091 2.249 -0.668
O 2.882 1.078 -0.254
H 2.155 -1.639 -0.602
H 2.150 -0.943 0.894
H 0.397 -0.431 -1.374
H -0.161 -0.448 1.609
H -0.439 1.183 0.944
H -1.938 -1.448 0.253
H -2.552 0.058 0.961
H -3.058 0.661 -0.912
*
```

Calculated values
energy relative to the best compared isomer or geometry (same formula, charge and spin)	199.20	kJ/mol
SMILES	N[C@@H](CCO)C(=O)[O-]
maximum force	2.48	eV/Å

Okay, here come the Löwdin numbers, in e, for every atom: atom 1 (N): -0.009, atom 2 (C): -0.305, atom 3 (C): -0.152, atom 4 (C): -0.274, atom 5 (O): -0.088, atom 6 (C): -0.709, atom 7 (O): -0.089, atom 8 (O): -0.123, atom 9 (H): 0.053, atom 10 (H): 0.058, atom 11 (H): 0.138, atom 12 (H): 0.109, atom 13 (H): 0.109, atom 14 (H): 0.108, atom 15 (H): 0.105, atom 16 (H): 0.070

# C7H7IrO6S

A structure of composition C7H7IrO6S in a non-equilibrium geometry (wB97M-V/def2-TZVPD, OMol25).

ORCA input file:
```
! wB97M-V def2-TZVPD RIJCOSX def2/J DEFGRID3
* xyz 2 5
O -1.391 -2.686 -2.841
C -1.675 -1.639 -2.457
Ir -1.131 0.225 -1.902
O 1.122 -1.433 -3.201
C 0.256 -0.740 -2.824
C -0.146 1.778 -1.237
O 0.511 2.685 -0.898
C -2.159 0.297 -0.059
O -2.448 0.958 0.912
C -2.458 1.031 -2.971
O -3.117 1.845 -3.464
H -2.741 -0.716 -0.088
C 1.919 -1.496 2.259
S 1.270 -0.228 1.147
C 0.974 1.086 2.320
O 2.356 0.243 0.235
H 1.315 -1.571 3.167
H 2.921 -1.171 2.535
H 1.932 -2.451 1.725
H 1.932 1.523 2.641
H 0.303 1.799 1.822
H 0.454 0.659 3.179
*
```

Calculated values
energy relative to the best compared isomer or geometry (same formula, charge and spin)	110.48	kJ/mol
<S²>	6.0258
maximum force	6.36	eV/Å

Okay, here come the Löwdin numbers, in e, for every atom: atom 1 (O): 0.135, atom 2 (C): -0.288, atom 3 (Ir): 1.186, atom 4 (O): 0.213, atom 5 (C): -0.256, atom 6 (C): -0.222, atom 7 (O): 0.180, atom 8 (C): -0.263, atom 9 (O): 0.167, atom 10 (C): -0.218, atom 11 (O): 0.221, atom 12 (H): 0.155, atom 13 (C): -0.146, atom 14 (S): 1.005, atom 15 (C): -0.164, atom 16 (O): -0.246, atom 17 (H): 0.093, atom 18 (H): 0.097, atom 19 (H): 0.087, atom 20 (H): 0.112, atom 21 (H): 0.064, atom 22 (H): 0.090

# CH7NO4Si

A cluster of 2 separate species, CH7NO4Si in total in a non-equilibrium geometry (wB97M-V/def2-TZVPD, OMol25).

ORCA input file:
```
! wB97M-V def2-TZVPD RIJCOSX def2/J DEFGRID3
* xyz 0 1
C -0.988 1.480 1.071
N 1.340 1.318 1.239
O -0.433 0.086 -2.307
O 0.817 -1.763 -1.009
O -1.791 -2.216 -1.012
O 0.288 2.057 0.843
Si -0.569 -1.071 -1.016
H -1.724 2.230 0.798
H -0.991 0.960 1.994
H 1.163 0.693 1.978
H 1.662 0.618 0.610
H -0.929 0.871 -2.061
H 0.993 -1.839 -1.958
H -2.729 -1.926 -1.134
*
```

Calculated values
energy relative to the best compared isomer or geometry (same formula, charge and spin)	61.19	kJ/mol
maximum force	5.51	eV/Å

Okay, here come the Löwdin numbers, in e, for every atom: atom 1 (C): -0.015, atom 2 (N): -0.009, atom 3 (O): -0.185, atom 4 (O): -0.099, atom 5 (O): -0.172, atom 6 (O): -0.246, atom 7 (Si): 0.362, atom 8 (H): 0.056, atom 9 (H): 0.029, atom 10 (H): 0.057, atom 11 (H): 0.058, atom 12 (H): 0.017, atom 13 (H): 0.075, atom 14 (H): 0.071

# C26H49I2NO7SSi

A structure of composition C26H49I2NO7SSi (wB97M-V/def2-TZVPD, OMol25).

ORCA input file:
```
! wB97M-V def2-TZVPD RIJCOSX def2/J DEFGRID3
* xyz 0 1
C -1.103 -2.681 2.548
C -1.604 -3.408 1.320
O -2.156 -2.469 0.406
C -2.009 -2.822 -0.958
Si -0.428 -2.057 -1.652
C 1.011 -2.999 -0.963
N -0.440 -2.281 -3.428
C -0.483 -3.397 -3.875
S -0.559 -4.847 -4.461
C -0.226 -0.233 -1.273
I 1.736 0.393 -0.858
C -1.238 0.635 -1.277
C -2.655 0.233 -1.599
I -1.051 2.674 -0.869
H -1.702 -1.776 2.668
H -1.211 -3.279 3.446
H -0.071 -2.361 2.430
H -2.359 -4.154 1.590
H -0.783 -3.956 0.851
H -1.998 -3.906 -1.126
H -2.880 -2.447 -1.497
H 0.908 -4.060 -1.198
H 1.972 -2.617 -1.291
H 0.995 -2.897 0.125
H -3.062 -0.344 -0.769
H -2.708 -0.324 -2.533
H -3.289 1.106 -1.717
C -1.750 2.351 -6.510
C -1.754 1.577 -5.213
O -2.505 1.862 -4.308
C -0.781 0.429 -5.097
H -2.492 3.145 -6.465
H -0.764 2.785 -6.682
H -1.980 1.685 -7.343
H 0.243 0.791 -5.211
H -0.977 -0.315 -5.871
H -0.889 -0.031 -4.122
C 4.983 -3.217 -1.824
C 4.944 -3.611 -0.367
O 4.132 -3.145 0.396
C 5.974 -4.618 0.088
H 4.202 -2.487 -2.029
H 5.954 -2.782 -2.068
H 4.834 -4.095 -2.454
H 6.980 -4.232 -0.088
H 5.864 -5.548 -0.473
H 5.845 -4.819 1.149
C 2.064 -5.419 5.329
C 2.028 -4.745 3.981
O 0.982 -4.508 3.419
C 3.357 -4.373 3.371
H 1.048 -5.630 5.655
H 2.625 -6.354 5.269
H 2.546 -4.768 6.060
H 3.968 -5.269 3.241
H 3.891 -3.691 4.036
H 3.212 -3.897 2.404
C -0.138 -2.943 7.831
C 0.871 -3.720 8.641
O 2.041 -3.747 8.340
C 0.345 -4.465 9.845
H 0.358 -2.455 6.996
H -0.911 -3.613 7.450
H -0.620 -2.189 8.456
H -0.410 -5.190 9.535
H -0.119 -3.768 10.544
H 1.163 -4.983 10.340
C -4.911 5.035 -2.723
C -4.359 6.393 -2.355
O -5.083 7.334 -2.125
C -2.856 6.508 -2.290
H -5.997 5.073 -2.737
H -4.543 4.733 -3.704
H -4.581 4.290 -1.996
H -2.418 6.262 -3.258
H -2.468 5.813 -1.544
H -2.570 7.519 -2.015
C 0.765 10.907 -1.689
C -0.112 9.882 -2.367
O -0.125 8.726 -2.017
C -0.976 10.376 -3.503
H 1.333 10.432 -0.893
H 1.453 11.348 -2.412
H 0.152 11.706 -1.270
H -0.352 10.798 -4.293
H -1.652 11.156 -3.149
H -1.559 9.551 -3.906
*
```

Calculated values
maximum force	0.77	eV/Å
calculated total energy	-2884.58970	Eh

Okay, here come the Löwdin numbers, in e, for every atom: atom 1 (C): -0.077, atom 2 (C): -0.276, atom 3 (O): -0.201, atom 4 (C): -0.260, atom 5 (Si): 0.482, atom 6 (C): -0.190, atom 7 (N): 0.018, atom 8 (C): -0.893, atom 9 (S): 0.707, atom 10 (C): -0.825, atom 11 (I): 0.852, atom 12 (C): -0.897, atom 13 (C): -0.181, atom 14 (I): 0.874, atom 15 (H): 0.081, atom 16 (H): 0.063, atom 17 (H): 0.064, atom 18 (H): 0.122, atom 19 (H): 0.097, atom 20 (H): 0.098, atom 21 (H): 0.081, atom 22 (H): 0.049, atom 23 (H): -0.023, atom 24 (H): 0.037, atom 25 (H): 0.079, atom 26 (H): 0.071, atom 27 (H): 0.040, atom 28 (C): -0.022, atom 29 (C): -0.488, atom 30 (O): 0.049, atom 31 (C): -0.016, atom 32 (H): 0.078, atom 33 (H): 0.086, atom 34 (H): 0.085, atom 35 (H): 0.095, atom 36 (H): 0.091, atom 37 (H): 0.029, atom 38 (C): -0.017, atom 39 (C): -0.490, atom 40 (O): 0.058, atom 41 (C): -0.017, atom 42 (H): 0.066, atom 43 (H): 0.087, atom 44 (H): 0.089, atom 45 (H): 0.086, atom 46 (H): 0.087, atom 47 (H): 0.073, atom 48 (C): -0.020, atom 49 (C): -0.480, atom 50 (O): 0.057, atom 51 (C): -0.017, atom 52 (H): 0.080, atom 53 (H): 0.086, atom 54 (H): 0.071, atom 55 (H): 0.084, atom 56 (H): 0.092, atom 57 (H): 0.054, atom 58 (C): -0.022, atom 59 (C): -0.506, atom 60 (O): 0.057, atom 61 (C): -0.024, atom 62 (H): 0.082, atom 63 (H): 0.086, atom 64 (H): 0.085, atom 65 (H): 0.085, atom 66 (H): 0.085, atom 67 (H): 0.081, atom 68 (C): -0.021, atom 69 (C): -0.503, atom 70 (O): 0.063, atom 71 (C): -0.022, atom 72 (H): 0.079, atom 73 (H): 0.082, atom 74 (H): 0.078, atom 75 (H): 0.089, atom 76 (H): 0.061, atom 77 (H): 0.064, atom 78 (C): -0.026, atom 79 (C): -0.504, atom 80 (O): 0.066, atom 81 (C): -0.022, atom 82 (H): 0.081, atom 83 (H): 0.084, atom 84 (H): 0.085, atom 85 (H): 0.084, atom 86 (H): 0.087, atom 87 (H): 0.077

> Which of these has the highest maximum force?

C7H7IrO6S

> Which of these has the highest maximum force?

C7H7IrO6S

> Which of these has the highest maximum force?

C7H7IrO6S